12
Properties=species:S:1:pos:R:3:forces:R:3 method="wB97M-V/def2-TZVPD" e_lumo_ha=-0.0501 total_energy_ev=-78010.7843
C -1.5575 -1.1530 -0.0602 -3.01 1.35 0.64
C -1.3919 0.2380 0.2961 2.77 1.04 1.05
C 1.5504 0.6471 0.1540 -1.85 -0.64 -0.63
O 1.6020 1.1947 -1.0659 2.01 2.23 -0.37
F 2.2770 1.3341 1.0462 0.01 0.11 0.08
Br 2.2210 -1.2355 0.0677 0.03 -0.12 0.24
H -1.9352 -1.2838 -1.0285 -0.54 -0.51 -1.32
H -0.5952 -1.4678 0.0310 3.00 -1.85 0.18
H -2.1910 -1.6486 0.7103 0.43 0.06 -0.49
H -1.5089 1.1779 -0.2276 -0.45 -0.36 -0.36
H -0.8689 0.3361 1.2349 -0.53 0.51 0.60
H 2.3984 1.8607 -1.1581 -1.86 -1.82 0.38

***

80
Properties=species:S:1:pos:R:3:forces:R:3 method="wB97M-V/def2-TZVPD" e_lumo_ha=-0.0110 total_energy_ev=-52785.7563
H 3.5050 -3.5774 2.4234 0.03 -0.02 0.00
N 3.0940 -2.8736 1.8168 -0.20 -0.04 0.02
C 2.7872 -1.8507 2.4977 0.19 0.02 0.03
N 2.9503 -1.7756 3.9153 -0.08 0.09 -0.17
N 2.3279 -0.7007 1.8572 -0.39 -0.17 0.03
C 1.2398 0.0773 2.4618 0.35 -0.03 -0.16
C 0.8958 1.2424 1.5464 0.02 0.00 -0.12
C -0.0238 2.3302 2.1414 0.18 0.01 -0.15
C -0.7864 1.9522 3.4060 -0.27 0.10 -0.08
C -1.8921 0.9569 3.1610 0.00 -0.20 0.09
C -2.1923 -0.0366 4.1499 0.03 0.14 -0.13
N -3.1242 -0.9287 4.0057 -0.01 -0.04 0.01
C -3.8332 -0.8871 2.8415 0.31 0.37 -0.02
C -4.8475 -1.8288 2.6038 -0.13 -0.27 0.19
C -5.5617 -1.7913 1.4494 -0.17 0.04 -0.34
C -5.2809 -0.7980 0.4867 -0.06 -0.12 0.07
Cl -6.2131 -0.7711 -0.9678 -0.12 -0.02 -0.17
C -4.3035 0.1268 0.6760 0.07 0.17 -0.15
C -3.5554 0.0965 1.8650 0.11 -0.14 0.35
N -2.5667 1.0165 2.0474 0.04 -0.02 0.04
H 2.1038 -2.1063 4.3639 0.09 -0.08 0.15
H 3.1214 -0.8233 4.2126 -0.08 0.02 0.04
H 2.0874 -0.9655 0.9084 0.25 0.15 -0.12
H 1.5893 0.4552 3.4219 -0.08 -0.02 0.08
H 0.3567 -0.5526 2.6235 -0.06 0.03 0.18
H 1.8421 1.6956 1.2461 -0.01 0.04 -0.03
H 0.4563 0.8467 0.6275 -0.04 -0.04 0.02
H 0.5659 3.2258 2.3433 0.02 -0.03 0.12
H -0.7523 2.6136 1.3833 -0.03 0.07 0.03
H -0.1276 1.5766 4.1888 0.03 -0.03 0.02
H -1.2476 2.8582 3.8127 -0.01 -0.01 0.02
H -1.6140 -0.0533 5.0695 -0.01 -0.03 0.00
H -5.0520 -2.5857 3.3490 0.08 0.04 0.07
H -6.3425 -2.5102 1.2466 -0.02 -0.01 0.02
H -4.0787 0.8855 -0.0604 -0.02 0.00 -0.02
C -1.7670 0.8548 -3.8923 0.07 -0.01 -0.04
C -1.0501 1.3742 -2.6574 -0.07 0.03 0.04
O 0.3372 1.0914 -2.6285 -0.01 -0.04 0.10
C 1.0961 1.6239 -3.7011 0.06 0.00 -0.09
C 1.0347 3.1358 -3.8165 -0.06 0.04 0.08
H -1.6271 -0.2224 -3.9903 -0.01 -0.01 0.00
H -2.8355 1.0606 -3.8134 -0.01 -0.02 0.02
H -1.4051 1.3291 -4.8059 -0.03 0.04 0.01
H -1.4545 0.8898 -1.7671 0.02 -0.01 0.01
H -1.2256 2.4500 -2.5393 0.01 0.00 -0.03
H 0.7966 1.1613 -4.6483 -0.02 0.02 0.00
H 2.1198 1.3058 -3.5033 0.00 -0.01 0.02
H 0.0263 3.4883 -4.0335 0.02 0.01 -0.08
H 1.6745 3.4709 -4.6330 0.01 0.00 -0.01
H 1.3714 3.6084 -2.8921 0.01 -0.02 0.00
C -2.7842 3.8802 -8.1172 0.07 -0.02 -0.03
C -2.0679 4.4669 -6.9131 -0.08 0.01 0.02
O -0.6757 4.2106 -6.8835 0.04 -0.06 0.09
C 0.0765 4.7118 -7.9736 0.04 0.01 -0.06
C 0.0085 6.2205 -8.1363 -0.05 0.01 0.06
H -2.6215 2.8031 -8.1715 -0.01 -0.01 0.00
H -3.8556 4.0660 -8.0363 -0.01 -0.01 0.02
H -2.4431 4.3221 -9.0542 -0.02 0.03 0.01
H -2.4522 4.0103 -6.0002 0.00 0.01 0.01
H -2.2649 5.5425 -6.8376 0.02 0.00 -0.03
H -0.2146 4.2134 -8.9053 -0.03 0.02 0.00
H 1.1028 4.4115 -7.7617 0.00 -0.01 0.00
H -0.9999 6.5647 -8.3688 0.01 -0.01 -0.04
H 0.6603 6.5332 -8.9526 0.02 0.00 0.00
H 0.3344 6.7186 -7.2223 0.00 0.00 0.00
C 2.4211 -7.5426 6.2657 -0.01 0.07 0.02
C 3.2469 -7.1837 5.0420 0.01 -0.08 -0.01
O 3.2780 -5.7997 4.7487 -0.03 0.05 -0.07
C 3.8201 -4.9586 5.7516 0.02 0.09 0.06
C 5.2636 -5.2659 6.1114 0.00 -0.09 -0.05
H 1.3978 -7.1817 6.1554 -0.01 0.00 0.00
H 2.3958 -8.6258 6.3895 -0.01 -0.01 -0.02
H 2.8345 -7.1159 7.1804 0.03 -0.03 0.00
H 2.8097 -7.6444 4.1561 0.01 0.00 -0.01
H 4.2637 -7.5817 5.1383 0.00 0.02 0.03
H 3.1905 -4.9731 6.6499 0.02 -0.06 0.01
H 3.7558 -3.9553 5.3326 0.00 0.03 -0.01
H 5.3788 -6.2574 6.5515 -0.01 0.02 0.04
H 5.6257 -4.5376 6.8378 0.00 0.02 -0.01
H 5.8959 -5.2137 5.2242 0.01 0.01 0.00

***

17
Properties=species:S:1:pos:R:3:forces:R:3 method="wB97M-V/def2-TZVPD" e_lumo_ha=-0.0623 total_energy_ev=-15547.4878
C -0.4577 0.9661 0.0656 3.39 -2.08 -1.12
C -0.6714 -0.3754 0.0264 -0.14 4.50 -0.27
C 1.9077 0.4501 0.0809 0.23 -2.55 0.56
C 1.6393 -0.8716 0.1709 -0.44 1.49 -0.77
C 0.9342 1.5059 -0.2505 -0.24 1.39 1.77
C 0.2446 -1.4776 -0.1187 1.03 1.17 1.84
N -1.6081 1.6967 0.2352 -1.98 -0.89 0.38
N -2.5730 0.9151 0.3451 -1.17 2.50 0.84
N -2.0838 -0.4459 0.2349 2.23 -0.95 -1.32
O -2.5260 -1.3936 0.7732 -1.91 -0.75 0.85
F -2.4422 -0.3208 -1.4362 -0.21 -0.65 -0.19
H 2.9174 0.6916 0.3828 0.00 0.50 -0.08
H 2.4388 -1.4067 0.6398 0.04 -1.02 -0.25
H 1.0417 1.6972 -1.3153 -0.25 0.71 -0.10
H 1.2450 2.4127 0.4208 -0.96 -1.25 -1.60
H 0.0023 -2.0456 0.7534 -0.11 -1.38 0.37
H -0.0090 -1.9984 -1.0084 0.48 -0.76 -0.94

***

15
Properties=species:S:1:pos:R:3:forces:R:3 method="wB97M-V/def2-TZVPD" total_charge=-1 e_lumo_ha=0.1435 total_energy_ev=-8389.8772
C -2.7436 -0.4452 -0.7611 -0.72 1.09 0.14
C -1.4618 0.0839 -1.4281 -1.03 -0.10 0.02
H -3.5447 0.3397 -0.7649 0.48 -0.55 -0.23
H -3.1899 -1.3378 -1.2089 0.27 -0.09 0.21
H -2.5346 -0.5681 0.3161 -0.08 -0.42 -0.46
H -1.5017 0.2054 -2.5133 -0.31 -0.32 -0.04
H -1.3649 1.0954 -1.0467 0.91 -0.10 0.24
H -0.6512 -0.5913 -1.1849 0.50 0.49 0.10
C 2.6244 0.1760 1.9234 -0.49 -0.34 -1.47
C 2.2371 0.1544 0.4159 -1.75 -1.10 -0.75
O 2.7381 -0.7002 -0.3590 0.46 0.30 0.68
O 1.3523 0.9918 0.1107 0.27 0.38 0.07
H 3.3244 0.9902 1.7578 0.53 0.06 1.46
H 2.9828 -0.7980 2.2386 0.74 0.16 0.02
H 1.7334 0.4035 2.5044 0.21 0.54 0.01

***

78
Properties=species:S:1:pos:R:3:forces:R:3 method="wB97M-V/def2-TZVPD" e_lumo_ha=-0.0113 total_energy_ev=-95218.3056
Cd 0.0503 0.9131 0.1133 -0.29 0.11 -0.37
O 3.3217 -1.2223 -2.5746 0.19 -0.05 -0.03
C 4.4166 -0.8449 -1.8821 -0.13 -0.08 -0.14
C 5.6614 -1.2103 -2.3973 0.07 0.02 0.00
C 6.8191 -0.8455 -1.7405 -0.01 -0.01 -0.01
C 6.7642 -0.1143 -0.5530 -0.04 -0.01 -0.03
C 5.5334 0.2340 -0.0359 -0.04 -0.02 0.00
C 4.3433 -0.1202 -0.6833 0.04 0.05 0.09
C 3.0253 0.2552 -0.1129 0.11 -0.14 -0.06
O 1.9824 0.0334 -0.8211 0.27 0.07 0.22
N 3.0487 0.7880 1.1065 -0.18 0.04 0.01
N 1.7958 1.0879 1.5290 0.25 -0.01 -0.21
C 1.6097 1.4768 2.7216 -0.36 0.12 0.23
C 0.2264 1.7618 3.1734 0.22 -0.08 -0.21
C -0.0322 2.0279 4.5068 -0.01 0.09 0.21
C -1.3387 2.2577 4.9069 0.04 -0.01 0.10
C -2.3522 2.2024 3.9681 -0.03 -0.01 -0.03
C -2.0097 1.9188 2.6557 0.10 0.07 -0.08
N -0.7574 1.7209 2.2635 0.07 -0.14 0.06
H 2.5487 -0.8955 -2.0592 -0.01 0.02 0.02
H 5.6854 -1.7812 -3.3172 0.00 0.02 0.03
H 7.7786 -1.1350 -2.1540 -0.04 0.01 0.01
H 7.6743 0.1729 -0.0424 -0.03 -0.02 -0.01
H 5.4551 0.7867 0.8903 0.01 0.00 -0.02
H 2.4392 1.5688 3.4174 -0.01 -0.01 0.06
H 0.7845 2.0512 5.2168 -0.02 -0.01 0.00
H -1.5608 2.4664 5.9457 0.00 0.00 -0.02
H -3.3871 2.3568 4.2380 0.00 0.01 0.00
H -2.7727 1.8446 1.8874 0.03 -0.02 0.01
C -0.9121 1.5314 -3.1187 0.12 0.19 0.19
C 0.6117 1.7338 -3.1297 -0.01 -0.02 0.00
N 1.1247 2.4204 -1.9494 -0.09 0.14 -0.05
C 1.0839 3.8717 -1.9647 -0.02 -0.05 0.03
C -0.3091 4.4642 -1.7536 0.02 -0.08 0.01
S -1.1742 3.8123 -0.2971 -0.17 0.00 0.14
C -2.6910 3.1303 -1.0350 0.08 -0.12 -0.08
C -2.6887 1.6267 -1.3994 0.08 0.17 0.07
N -1.3883 1.1151 -1.8076 -0.10 -0.40 0.28
H -1.1784 0.7949 -3.8805 0.02 -0.01 -0.09
H -1.4136 2.4591 -3.3974 -0.04 -0.01 0.02
H 0.8829 2.2597 -4.0548 0.02 -0.02 -0.04
H 1.0921 0.7558 -3.1605 0.00 -0.01 0.02
H 2.0627 2.0974 -1.7621 -0.01 -0.01 -0.01
H 1.4702 4.2914 -2.9053 0.04 -0.01 -0.03
H 1.7387 4.2211 -1.1649 0.00 0.01 0.02
H -0.9451 4.2969 -2.6204 0.02 0.03 -0.01
H -0.2166 5.5428 -1.6267 0.02 0.00 -0.03
H -2.9188 3.7490 -1.9028 0.00 0.00 -0.02
H -3.4852 3.3179 -0.3119 -0.02 -0.01 -0.02
H -3.4456 1.4768 -2.1787 -0.06 -0.01 -0.02
H -2.9954 1.0265 -0.5402 0.04 0.02 0.03
H -1.4143 0.0970 -1.7029 -0.08 0.08 -0.15
O -1.2195 -0.8506 0.0785 0.04 0.21 -0.29
C -1.5666 -2.1195 0.4685 -0.12 -0.05 0.18
C -0.4053 -2.9150 1.0610 -0.01 -0.07 0.11
C -0.4197 -3.8833 2.0241 0.05 -0.12 -0.06
C 0.8544 -4.4921 2.2278 -0.12 0.03 0.04
C 1.8081 -3.9694 1.4112 0.00 -0.02 0.01
S 1.1714 -2.7485 0.4024 0.00 0.18 -0.12
C -2.0675 -2.8835 -0.7601 0.09 -0.10 -0.08
C -1.8792 -4.1828 -1.1143 -0.16 -0.14 -0.02
C -2.4731 -4.5195 -2.3702 0.07 0.03 0.06
C -3.0834 -3.4564 -2.9565 -0.01 -0.05 0.03
S -2.9475 -2.0486 -1.9887 0.03 0.09 0.10
C -2.6995 -2.0185 1.5014 0.04 0.05 -0.01
C -4.0415 -2.1805 1.3324 -0.12 -0.08 0.09
C -4.8062 -1.8129 2.4822 0.02 -0.03 -0.10
C -4.0250 -1.3691 3.5029 -0.03 -0.03 0.00
S -2.3687 -1.4099 3.0805 0.17 0.00 0.00
H -1.3147 -4.1769 2.5539 -0.01 0.04 0.02
H 1.0438 -5.2698 2.9555 -0.01 0.03 -0.03
H 2.8573 -4.2186 1.3613 -0.05 0.01 0.01
H -1.3369 -4.8859 -0.4949 -0.01 0.06 -0.04
H -2.4269 -5.5052 -2.8143 -0.01 0.05 0.02
H -3.6057 -3.4211 -3.9005 0.04 -0.01 0.04
H -4.4794 -2.5621 0.4210 0.02 0.02 0.00
H -5.8836 -1.8912 2.5412 0.04 0.00 -0.01
H -4.3291 -1.0572 4.4910 0.00 -0.01 -0.05

***

17
Properties=species:S:1:pos:R:3:forces:R:3 method="wB97M-V/def2-TZVPD" e_lumo_ha=0.0165 total_energy_ev=-12936.8433
N -0.5553 1.5750 0.6851 -0.21 -0.48 0.94
C 0.5386 0.6840 0.9815 0.06 -0.43 -0.56
C 0.1418 -0.7824 1.2323 0.04 -0.29 -0.82
O -0.0912 -1.5842 0.0590 -0.06 0.21 0.10
C 1.5638 0.6364 -0.1589 -0.15 0.66 -0.76
O 2.7530 0.7158 -0.1250 0.36 -0.21 0.56
O 0.9086 0.5888 -1.3579 -0.45 -0.16 -0.01
H -1.2354 1.1910 0.0537 -0.01 0.20 -0.26
H -0.2704 2.5097 0.4581 -0.05 0.12 -0.28
H 1.0677 1.0133 1.8723 0.04 0.14 0.04
H -0.7646 -0.9144 1.8153 0.19 0.47 0.60
H 1.0272 -1.2106 1.6839 -0.08 -0.32 0.55
H -0.1533 -1.0263 -0.7209 0.27 0.02 -0.12
H 1.5457 0.5311 -2.0824 0.23 0.02 0.14
O -2.4017 -1.3164 -1.7769 -0.07 -0.04 -0.09
H -1.9003 -0.5710 -1.4375 -0.14 0.06 -0.06
H -2.1743 -2.0397 -1.1817 0.03 0.03 0.03